Entry 1:
{
  "formula": "C4H8NO",
  "method": "wB97M-V/def2-TZVPD",
  "symbols": ["C", "C", "C", "C", "N", "O", "H", "H", "H", "H", "H", "H", "H", "H"],
  "coordinates": [[1.719, -0.454, 0.106], [1.236, -1.608, 0.039], [0.989, 0.961, -0.014], [-1.337, -0.150, -0.405], [-0.486, 0.760, 0.315], [-2.427, -0.626, 0.252], [2.775, -0.307, 0.148], [0.985, -2.660, -0.158], [1.422, 1.514, 0.791], [0.882, 1.394, -0.918], [-1.353, -0.168, -1.428], [-0.550, 0.314, 1.259], [-0.676, 1.746, 0.416], [-3.181, -0.717, -0.403]],
  "lowdin_charge": [-0.174, 0.174, -0.035, -0.134, 0.045, 0.057, 0.101, 0.086, 0.130, 0.096, 0.113, 0.201, 0.176, 0.165],
  "charge": 1,
  "spin_multiplicity": 1,
  "lumo_ev": [-4.235, -4.041],
  "homo_ev": [-12.503, -13.054]
}

Entry 2:
{
  "formula": "C27H32N6V",
  "method": "wB97M-V/def2-TZVPD",
  "symbols": ["V", "C", "C", "C", "N", "C", "C", "C", "C", "C", "C", "C", "N", "C", "C", "C", "N", "C", "C", "C", "C", "C", "C", "C", "N", "C", "C", "H", "H", "H", "H", "H", "H", "H", "H", "H", "H", "H", "H", "H", "H", "H", "H", "H", "H", "H", "H", "H", "H", "H", "H", "H", "H", "N", "C", "C", "C", "N", "C", "C", "H", "H", "H", "H", "H", "H"],
  "coordinates": [[-0.033, -0.222, 0.325], [-0.488, 1.152, -2.974], [-0.948, -0.223, -3.470], [-1.065, -1.287, -2.358], [0.004, -1.172, -1.401], [1.226, -1.529, -1.749], [1.559, -2.218, -2.946], [2.781, -2.429, -3.538], [4.038, -1.979, -3.148], [4.363, -1.370, -1.943], [3.577, -1.162, -0.832], [2.182, -1.340, -0.655], [1.564, -1.309, 0.516], [2.297, -1.539, 1.730], [2.522, -0.251, 2.527], [1.170, 0.334, 2.954], [0.448, 0.864, 1.830], [0.399, 2.168, 1.608], [1.275, 3.106, 2.215], [1.247, 4.484, 2.235], [0.282, 5.348, 1.745], [-0.856, 4.992, 1.025], [-1.225, 3.776, 0.501], [-0.633, 2.489, 0.620], [-1.053, 1.407, -0.021], [-2.102, 1.508, -1.001], [-1.595, 2.010, -2.364], [-0.072, 1.700, -3.823], [0.321, 1.030, -2.243], [-0.218, -0.583, -4.198], [-1.910, -0.127, -3.978], [-1.095, -2.288, -2.821], [-2.005, -1.175, -1.811], [0.717, -2.663, -3.464], [2.751, -2.988, -4.468], [4.853, -2.154, -3.837], [5.403, -1.080, -1.836], [4.093, -0.743, 0.024], [3.255, -2.040, 1.533], [1.686, -2.216, 2.344], [3.034, 0.485, 1.897], [3.143, -0.465, 3.401], [1.313, 1.087, 3.741], [0.558, -0.478, 3.369], [2.137, 2.679, 2.710], [2.080, 4.960, 2.743], [0.419, 6.405, 1.942], [-1.541, 5.809, 0.814], [-2.143, 3.809, -0.073], [-2.911, 2.178, -0.672], [-2.540, 0.515, -1.112], [-1.216, 3.028, -2.236], [-2.440, 2.056, -3.057], [-4.421, -3.718, 2.686], [-3.477, -2.908, 2.105], [-2.314, -3.437, 1.525], [-1.356, -2.592, 1.023], [-1.452, -1.247, 1.048], [-2.563, -0.740, 1.619], [-3.577, -1.510, 2.137], [-4.422, -4.685, 2.409], [-5.333, -3.321, 2.843], [-2.173, -4.506, 1.479], [-0.457, -2.989, 0.566], [-2.621, 0.342, 1.656], [-4.444, -1.040, 2.576]],
  "lowdin_charge": [0.744, -0.197, -0.163, -0.217, -0.093, -0.223, -0.029, -0.099, -0.126, -0.102, -0.033, -0.219, -0.092, -0.220, -0.159, -0.216, -0.096, -0.207, -0.030, -0.103, -0.127, -0.100, -0.029, -0.208, -0.092, -0.225, -0.170, 0.111, 0.101, 0.099, 0.112, 0.111, 0.093, 0.094, 0.102, 0.088, 0.102, 0.096, 0.114, 0.116, 0.112, 0.113, 0.111, 0.117, 0.092, 0.102, 0.089, 0.102, 0.088, 0.109, 0.092, 0.107, 0.112, 0.112, -0.320, -0.008, -0.106, -0.077, -0.098, -0.008, 0.096, 0.097, 0.111, 0.116, 0.119, 0.111],
  "charge": 0,
  "spin_multiplicity": 4,
  "lumo_ev": [0.533, 0.517],
  "homo_ev": [-5.239, -6.764]
}

Entry 3:
{
  "formula": "C5H10NO2",
  "method": "wB97M-V/def2-TZVPD",
  "symbols": ["O", "C", "O", "C", "C", "C", "C", "N", "H", "H", "H", "H", "H", "H", "H", "H", "H", "H"],
  "coordinates": [[-0.795, 0.834, 3.057], [-0.166, 0.758, 2.038], [1.186, 1.013, 2.007], [-0.688, 0.286, 0.659], [0.303, -0.746, 0.124], [0.014, -1.573, -1.120], [0.446, -1.260, -2.326], [-0.742, 1.424, -0.386], [1.505, 1.010, 2.906], [-1.681, -0.100, 0.870], [1.300, -0.307, 0.026], [0.646, -1.472, 0.881], [-0.575, -2.474, -0.972], [0.236, -1.877, -3.199], [1.060, -0.415, -2.625], [0.240, 1.493, -0.785], [-1.298, 1.049, -1.182], [-0.992, 2.355, 0.027]],
  "lowdin_charge": [0.083, -0.544, 0.047, -0.238, -0.208, -0.181, -0.023, 0.125, 0.109, 0.138, 0.110, 0.129, 0.100, 0.057, 0.053, 0.096, 0.081, 0.066],
  "charge": 0,
  "spin_multiplicity": 2,
  "lumo_ev": [0.786, 0.482],
  "homo_ev": [-3.838, -10.460]
}

Entry 4:
{
  "formula": "C26H18FN8O2Ti",
  "method": "wB97M-V/def2-TZVPD",
  "symbols": ["Ti", "N", "C", "N", "C", "N", "N", "C", "C", "C", "C", "C", "C", "N", "C", "C", "C", "C", "C", "C", "H", "H", "H", "H", "H", "H", "H", "H", "H", "H", "H", "O", "N", "O", "C", "C", "C", "C", "C", "C", "N", "C", "C", "N", "C", "C", "C", "C", "H", "H", "H", "H", "H", "H", "H", "F"],
  "coordinates": [[0.135, 0.027, 0.579], [4.393, 0.733, -0.682], [3.090, 0.491, -0.818], [2.298, 0.080, 0.121], [2.887, -0.244, 1.392], [2.271, -1.005, 2.219], [1.024, -1.341, 1.707], [0.525, -2.574, 1.777], [-0.414, -2.826, 0.757], [-1.184, -4.013, 0.659], [-1.992, -4.211, -0.414], [-2.051, -3.224, -1.435], [-1.308, -2.096, -1.293], [-0.495, -1.847, -0.227], [4.270, 0.177, 1.635], [4.865, 0.064, 2.890], [6.192, 0.400, 3.058], [6.945, 0.848, 1.970], [6.368, 0.968, 0.722], [5.028, 0.634, 0.571], [4.923, 1.029, -1.485], [2.689, 0.650, -1.813], [0.909, -3.338, 2.440], [-1.109, -4.749, 1.450], [-2.580, -5.116, -0.497], [-2.659, -3.363, -2.317], [-1.333, -1.328, -2.060], [4.267, -0.294, 3.716], [6.651, 0.312, 4.033], [7.988, 1.105, 2.103], [6.946, 1.317, -0.126], [-6.062, 2.244, -3.154], [-4.882, 2.489, -3.175], [-4.328, 3.196, -3.990], [-4.032, 1.867, -2.096], [-4.694, 1.126, -1.208], [-4.004, 0.489, -0.118], [-4.682, -0.229, 0.877], [-3.969, -0.763, 1.920], [-2.583, -0.595, 1.941], [-1.925, 0.052, 0.994], [-2.629, 0.608, -0.024], [-1.904, 1.378, -1.023], [-0.550, 1.434, -0.883], [0.128, 2.272, -1.639], [-0.470, 3.029, -2.643], [-1.814, 2.901, -2.865], [-2.592, 2.067, -2.032], [-5.767, 1.024, -1.305], [-5.757, -0.342, 0.818], [-4.453, -1.312, 2.714], [-1.977, -1.004, 2.741], [1.186, 2.360, -1.428], [0.129, 3.696, -3.246], [-2.284, 3.454, -3.659], [0.375, 1.292, 1.851]],
  "lowdin_charge": [1.045, 0.135, -0.139, 0.047, -0.262, 0.132, -0.166, -0.091, -0.282, -0.029, -0.066, -0.063, -0.150, -0.033, -0.087, 0.002, -0.050, -0.053, -0.008, -0.171, 0.163, 0.141, 0.125, 0.120, 0.110, 0.106, 0.109, 0.122, 0.114, 0.115, 0.119, 0.108, -0.328, 0.088, -0.040, 0.085, -0.114, 0.028, 0.002, -0.058, 0.013, -0.141, -0.124, 0.023, -0.085, -0.005, 0.042, -0.038, 0.141, 0.133, 0.122, 0.133, 0.110, 0.122, 0.111, -0.383],
  "charge": 1,
  "spin_multiplicity": 1,
  "lumo_ev": [-3.902, -3.930],
  "homo_ev": [-8.686, -8.696]
}

Entry 5:
{
  "formula": "C12H16N2O",
  "method": "wB97M-V/def2-TZVPD",
  "symbols": ["C", "C", "C", "C", "C", "C", "C", "C", "C", "C", "C", "C", "H", "H", "H", "H", "H", "H", "H", "H", "H", "H", "H", "H", "H", "H", "H", "H", "N", "N", "O"],
  "coordinates": [[3.085, -0.484, -0.417], [2.190, -1.140, 0.572], [0.633, -1.076, 0.285], [0.103, -2.236, -0.390], [-1.263, -2.170, -0.740], [-2.061, -1.062, -0.374], [-3.417, -0.967, -0.744], [-4.221, 0.091, -0.321], [-3.797, 0.856, 0.714], [-2.409, 0.866, 1.000], [-1.559, -0.097, 0.504], [-0.123, 0.008, 0.630], [1.288, 4.135, -1.204], [1.815, 4.265, 0.308], [2.461, 3.106, -0.712], [1.912, 0.976, -0.934], [2.775, 1.324, 0.365], [4.072, -0.570, 0.092], [3.212, -0.938, -1.430], [2.283, -0.609, 1.527], [2.075, -2.854, 1.458], [0.871, -3.004, -0.746], [-1.787, -3.017, -1.108], [-3.772, -1.612, -1.549], [-5.325, 0.117, -0.593], [-4.449, 1.543, 1.137], [-2.124, 1.623, 1.695], [0.316, 0.806, 1.214], [1.620, 3.640, -0.414], [2.851, 0.908, -0.607], [2.745, -2.428, 0.779]],
  "lowdin_charge": [-0.273, -0.385, -0.162, -0.001, -0.014, -0.194, -0.027, -0.100, -0.081, -0.016, -0.176, 0.021, -0.006, -0.021, 0.007, 0.041, 0.092, 0.131, 0.142, 0.139, 0.160, 0.138, 0.098, 0.113, 0.128, 0.082, 0.105, 0.116, 0.031, -0.016, -0.069],
  "charge": 0,
  "spin_multiplicity": 1,
  "lumo_ev": 0.255,
  "smiles": "NC[C@H](O)c1ccc2ccccc2c1.N",
  "homo_ev": -8.158
}

Entry 6:
{
  "formula": "C29H30BN3O6SiTa",
  "method": "wB97M-V/def2-TZVPD",
  "symbols": ["Ta", "O", "C", "C", "C", "C", "C", "C", "C", "O", "N", "N", "C", "C", "C", "C", "C", "C", "C", "O", "H", "H", "H", "H", "H", "H", "H", "H", "H", "H", "O", "C", "C", "C", "C", "C", "C", "N", "H", "H", "H", "H", "H", "H", "H", "O", "B", "O", "C", "C", "C", "C", "C", "C", "H", "H", "H", "H", "C", "Si", "C", "C", "H", "H", "H", "H", "H", "H", "H", "H", "H"],
  "coordinates": [[-0.173, 0.241, -0.355], [-2.682, 2.774, 2.367], [-1.849, 2.860, 3.429], [-2.321, 3.559, 4.539], [-1.537, 3.691, 5.664], [-0.261, 3.129, 5.715], [0.209, 2.433, 4.627], [-0.568, 2.283, 3.468], [-0.027, 1.504, 2.351], [-0.723, 1.450, 1.230], [1.095, 0.866, 2.453], [1.419, 0.274, 1.228], [2.664, -0.077, 1.163], [3.314, -0.661, 0.029], [4.649, -1.082, 0.119], [5.288, -1.602, -0.983], [4.608, -1.698, -2.198], [3.295, -1.283, -2.316], [2.653, -0.770, -1.196], [1.373, -0.366, -1.276], [-2.193, 2.337, 1.647], [-3.309, 3.996, 4.482], [-1.918, 4.243, 6.514], [0.352, 3.241, 6.598], [1.195, 1.989, 4.641], [3.257, 0.112, 2.054], [5.168, -0.992, 1.065], [6.315, -1.930, -0.911], [5.116, -2.102, -3.063], [2.758, -1.350, -3.252], [-0.741, -1.317, 1.257], [-2.045, -1.507, 1.806], [-3.023, -0.707, 0.992], [-4.373, -0.836, 1.267], [-5.281, -0.048, 0.586], [-4.799, 0.853, -0.347], [-3.439, 0.915, -0.572], [-2.548, 0.145, 0.074], [-0.048, -1.628, 1.854], [-2.057, -1.148, 2.838], [-2.299, -2.568, 1.792], [-4.698, -1.547, 2.015], [-6.341, -0.131, 0.784], [-5.457, 1.507, -0.900], [-3.050, 1.603, -1.306], [-0.535, 3.323, -1.710], [-0.721, 1.962, -1.863], [-1.455, 1.697, -3.018], [-1.718, 2.931, -3.584], [-2.414, 3.222, -4.737], [-2.525, 4.571, -5.062], [-1.959, 5.562, -4.264], [-1.258, 5.253, -3.103], [-1.158, 3.916, -2.791], [-2.841, 2.444, -5.353], [-3.059, 4.855, -5.958], [-2.067, 6.598, -4.555], [-0.814, 6.014, -2.477], [-0.735, -1.510, -3.538], [-1.016, -1.918, -1.720], [-2.788, -2.542, -1.563], [0.103, -3.353, -1.215], [-0.761, -2.438, -4.117], [0.223, -1.023, -3.721], [-1.518, -0.853, -3.918], [-2.931, -3.297, -2.342], [-3.536, -1.764, -1.724], [-2.995, -3.032, -0.609], [-0.106, -4.215, -1.855], [-0.080, -3.670, -0.186], [1.165, -3.124, -1.317]],
  "lowdin_charge": [1.758, 0.070, -0.249, -0.004, -0.058, -0.076, -0.025, -0.082, -0.381, -0.241, 0.087, -0.103, -0.015, -0.139, -0.012, -0.057, -0.037, 0.011, -0.292, -0.294, 0.065, 0.123, 0.112, 0.107, 0.111, 0.144, 0.123, 0.114, 0.118, 0.124, -0.196, -0.113, -0.271, 0.007, -0.013, -0.011, -0.088, -0.019, 0.129, 0.150, 0.140, 0.134, 0.124, 0.123, 0.105, 0.143, -0.535, 0.088, -0.203, 0.015, -0.073, -0.071, 0.020, -0.198, 0.123, 0.108, 0.108, 0.126, -0.205, 0.499, -0.200, -0.202, 0.040, 0.016, 0.025, 0.043, 0.026, 0.026, 0.040, 0.021, 0.016],
  "charge": 1,
  "spin_multiplicity": 1,
  "lumo_ev": -3.555,
  "homo_ev": -10.763
}

One value per record, in order, for DFT total energy: -286.7394 -2320.5629 -401.6081 -2539.2938 -651.5672 -2110.1374 a.u..